(1)
{"formula": "C4H6O", "method": "ωB97M-V with the def2-TZVPD basis set", "smiles": "C#CCOC", "de_lowest_kj_mol": 215.24, "homo_lumo_gap_ev": 11.06, "e_lumo_ev": 0.99, "homo_ev": -10.1, "elements": ["C", "C", "C", "O", "C", "H", "H", "H", "H", "H", "H"], "positions_angstrom": [[2.23167, 0.69157, -0.93836], [1.25339, 0.05570, -0.64769], [0.44318, -0.69086, 0.33043], [-0.54287, 0.09057, 0.94024], [-1.69412, 0.22515, 0.14683], [3.14300, 1.23232, -0.99316], [1.17787, -0.91386, 1.10620], [0.04744, -1.63895, -0.05865], [-1.48814, 0.74475, -0.80276], [-2.40685, 0.80999, 0.73224], [-2.12398, -0.76426, -0.07465]], "forces_ev_per_a": [[-0.254, -0.130, 0.033], [0.767, 0.307, 0.388], [0.117, -0.252, 0.066], [-0.062, -0.084, 0.078], [-0.331, 0.053, -0.143], [0.015, 0.156, -0.510], [-0.232, -0.241, 0.099], [-0.070, 0.182, -0.037], [0.017, -0.088, 0.195], [0.040, -0.087, -0.166], [-0.007, 0.184, -0.004]], "lowdin_charge": [0.11, -0.10, -0.27, -0.18, -0.12, 0.03, 0.13, 0.12, 0.09, 0.09, 0.09]}

=====

(2)
{"formula": "C15H46N2O9", "method": "ωB97M-V with the def2-TZVPD basis set", "de_lowest_kj_mol": 31.95, "homo_lumo_gap_ev": [1.84, 8.76], "e_lumo_ev": [2.32, 2.28], "homo_ev": [0.5, -6.5], "s_squared": 0.75, "total_charge": -1, "spin_multiplicity": 2, "elements": ["C", "O", "H", "H", "H", "H", "C", "O", "H", "H", "H", "H", "C", "O", "H", "H", "H", "H", "C", "C", "C", "O", "C", "N", "H", "H", "H", "H", "H", "H", "H", "H", "H", "H", "H", "C", "C", "C", "O", "C", "N", "H", "H", "H", "H", "H", "H", "H", "H", "H", "H", "H", "C", "C", "O", "O", "H", "H", "H", "H", "H", "H", "C", "C", "O", "O", "H", "H", "H", "H", "H", "H"], "positions_angstrom": [[0.74195, 24.50788, 22.39356], [0.29642, 23.32510, 22.95757], [1.79288, 24.70219, 22.60775], [0.81203, 24.48102, 21.30615], [0.10994, 25.32764, 22.73511], [-0.53946, 23.10669, 22.53901], [-3.84653, 23.05175, 21.68878], [-2.54500, 22.83276, 21.38521], [-4.16199, 23.33296, 20.68404], [-4.39777, 22.23221, 22.14985], [-3.90449, 23.91646, 22.34986], [-2.41845, 22.85680, 20.43389], [2.00004, 23.43262, 25.69393], [3.21362, 23.43540, 26.43334], [1.60679, 24.36242, 25.28293], [2.00664, 22.64487, 24.94059], [1.25377, 23.00445, 26.36315], [2.98858, 23.65122, 27.34129], [-0.70116, 20.21092, 19.52275], [-1.23663, 19.84427, 20.98756], [-2.73157, 19.55668, 21.01447], [-3.37743, 19.17823, 22.26503], [-4.82287, 19.24434, 22.17767], [-0.53846, 18.56575, 21.29745], [-1.20719, 20.97059, 18.92698], [-0.59036, 19.29567, 18.94124], [0.28412, 20.63431, 19.71786], [-0.90777, 20.47442, 21.81393], [-3.08228, 18.84254, 20.26942], [-3.04643, 20.52197, 20.61802], [-5.11117, 20.19782, 21.73511], [-5.25361, 19.35505, 23.17281], [-5.24211, 18.38941, 21.64718], [0.42526, 18.75715, 21.53136], [-0.60976, 17.96560, 20.48823], [1.31828, 28.95892, 19.30693], [2.77581, 28.62054, 18.89000], [3.09433, 27.10199, 18.79917], [2.84868, 26.43914, 20.07447], [3.77219, 26.72153, 21.03698], [3.14433, 29.41398, 17.79179], [0.75744, 28.54986, 18.46656], [1.18240, 30.03915, 19.35927], [0.97888, 28.37676, 20.16367], [3.46508, 29.03177, 19.62750], [4.14857, 27.07524, 18.52355], [2.52093, 26.52054, 18.07721], [4.67767, 27.22135, 20.69289], [4.10100, 25.80531, 21.52740], [3.31306, 27.34417, 21.80485], [2.68374, 29.18803, 16.92179], [3.21856, 30.41873, 17.86298], [4.59169, 22.72911, 21.60568], [4.02096, 21.25501, 21.73868], [4.79083, 20.26041, 22.29855], [5.11928, 23.24493, 22.74822], [3.89183, 23.54816, 21.44000], [5.39285, 22.74856, 20.86685], [3.66261, 20.81479, 20.80815], [3.24448, 21.25871, 22.50364], [5.31645, 20.56579, 23.04155], [4.96727, 22.70550, 23.52765], [-1.76565, 20.97636, 24.44005], [-0.72503, 19.90480, 24.88946], [-1.06458, 19.53589, 26.20331], [-3.05141, 20.54236, 24.40799], [-1.46154, 21.36339, 23.46751], [-1.73253, 21.75144, 25.20573], [0.23571, 20.41904, 24.86404], [-0.64318, 19.07699, 24.18510], [-0.48733, 20.00322, 26.81158], [-3.04386, 20.00581, 23.61196]], "forces_ev_per_a": [[0.569, 0.850, -0.784], [0.254, -1.052, 0.522], [0.044, -0.085, 0.869], [-0.708, -0.017, -0.293], [0.183, 0.404, -0.216], [-0.476, -0.107, -0.193], [-1.363, 1.482, -0.656], [3.547, -1.347, 1.295], [-1.974, 0.144, 0.309], [0.141, -0.289, -0.181], [-0.319, 0.114, 0.154], [0.250, 0.041, -0.800], [-1.019, -1.556, 0.642], [0.362, 0.486, -0.333], [0.566, 0.178, 0.044], [0.557, 0.438, -0.467], [-0.583, 0.359, 0.104], [0.121, 0.065, -0.068], [-0.338, 0.768, 1.575], [0.867, -2.919, -0.766], [-0.684, 1.041, -0.539], [-0.003, 0.239, -0.934], [0.816, 0.860, 0.147], [-0.369, 0.171, 0.847], [-0.437, 0.024, 0.235], [-0.137, 0.009, -0.002], [0.245, -0.128, -0.211], [-0.401, 0.664, -0.608], [0.562, -0.343, -0.212], [-1.168, 0.242, 0.426], [-0.009, -0.143, -0.653], [0.398, -0.617, 0.265], [0.068, 0.025, -0.062], [0.214, -0.236, -0.276], [0.356, -0.159, 0.067], [0.610, -1.498, -0.672], [-0.880, 0.718, 2.195], [-0.273, 0.485, 0.861], [-0.480, 0.280, -2.762], [0.801, 0.216, 1.637], [1.055, -0.142, -3.064], [-0.544, 0.307, -0.102], [-0.095, -0.172, 0.291], [0.040, 0.418, 0.287], [-0.064, -0.470, 0.818], [0.211, -0.426, 0.048], [-0.190, 0.338, -0.086], [0.047, 0.131, -0.302], [-0.018, -0.179, 0.055], [0.106, 0.244, 0.254], [-0.152, 0.008, 0.000], [-0.174, -0.293, 0.593], [-0.586, -1.298, -1.295], [-1.592, 1.762, 0.744], [2.810, -1.390, -0.006], [1.987, 0.270, 3.159], [-1.065, -1.005, -1.558], [-0.083, -0.075, -0.418], [-0.162, 0.610, -0.098], [-1.232, 1.004, -0.659], [-0.013, 0.153, 0.053], [-0.160, 0.013, 0.086], [2.008, 0.115, 0.703], [-0.579, 1.812, -0.590], [0.209, -0.918, 0.635], [-1.194, -0.334, 0.461], [0.124, 0.392, -0.030], [0.350, 0.379, -0.142], [0.316, 0.012, -0.001], [-0.392, -0.374, 0.278], [-0.051, -0.036, -0.075], [-0.827, -0.662, -0.548]], "lowdin_charge": [-0.21, -0.14, 0.06, 0.06, 0.08, 0.03, -0.25, -0.28, 0.05, 0.06, 0.07, 0.01, -0.17, -0.13, 0.08, 0.06, 0.07, 0.07, -0.14, -0.38, -0.20, -0.21, -0.08, 0.01, 0.00, 0.05, 0.05, 0.11, 0.12, 0.09, 0.07, 0.09, 0.09, 0.06, 0.05, -0.06, -0.47, -0.15, -0.21, -0.16, 0.01, 0.07, 0.07, 0.07, 0.12, 0.11, 0.12, 0.09, 0.07, 0.09, 0.07, 0.08, -0.25, -0.24, -0.07, -0.07, 0.10, 0.11, 0.12, 0.11, 0.08, 0.08, -0.29, -0.23, -0.06, -0.05, 0.07, 0.12, 0.10, 0.11, 0.08, 0.01]}

=====

(3)
{"formula": "C2H14NO4", "method": "ωB97M-V with the def2-TZVPD basis set", "de_lowest_kj_mol": 112.17, "homo_lumo_gap_ev": 10.95, "e_lumo_ev": -3.44, "homo_ev": -14.4, "total_charge": 1, "elements": ["C", "C", "N", "H", "H", "H", "H", "H", "H", "H", "H", "O", "H", "H", "O", "H", "H", "O", "H", "H", "O"], "positions_angstrom": [[0.60032, -0.66414, -1.74201], [-0.86973, -0.00988, 0.05848], [-0.06823, 0.31109, -0.87584], [0.30272, -1.66093, -1.43189], [1.67208, -0.69635, -1.54156], [0.34012, -0.38763, -2.75800], [-1.10268, -1.04858, 0.27403], [-1.28288, 0.78054, 0.65900], [0.10224, 1.30303, -1.08700], [1.16506, 1.35509, 2.68966], [1.16940, 1.19995, 1.22831], [0.54142, 1.24703, 1.95970], [-1.58598, -2.92848, -1.18677], [-3.07209, -2.43671, -0.98607], [-2.14736, -2.25300, -0.79938], [1.58523, -1.99788, 2.30468], [1.39419, -1.43465, 3.67112], [1.34247, -1.17272, 2.74204], [-0.70015, 3.77633, -0.70830], [0.64466, 3.57657, -1.49920], [-0.03080, 3.14131, -0.97100]], "forces_ev_per_a": [[0.128, -0.161, 0.706], [0.378, 0.302, 0.385], [0.121, -0.548, -0.175], [-0.513, 0.018, -0.411], [0.059, 0.657, -0.325], [0.261, -0.432, -0.177], [0.181, 0.324, -0.048], [-0.243, 0.182, 0.013], [-0.321, 0.143, 0.314], [-0.413, -0.149, 0.288], [-0.150, 0.027, -0.042], [0.542, 0.614, -0.256], [-0.477, -0.359, -0.176], [0.070, -0.358, -0.153], [0.071, 0.214, 0.057], [0.060, 0.073, -0.094], [-0.083, 0.231, 0.011], [0.194, -0.733, 0.181], [0.074, 0.247, -0.078], [-0.200, 0.395, 0.068], [0.261, -0.686, -0.088]], "lowdin_charge": [0.00, 0.14, 0.00, 0.08, 0.11, 0.11, 0.09, 0.11, 0.11, 0.06, 0.03, -0.07, 0.06, 0.07, -0.05, 0.04, 0.05, -0.06, 0.07, 0.07, -0.03]}